# 1
{
  "formula": "C5H7NO",
  "method": "ωB97M-V/def2-TZVPD",
  "elements": ["C", "C", "C", "O", "C", "N", "C", "H", "H", "H", "H", "H", "H", "H"],
  "coordinates": [[-1.590, -0.336, 0.247], [-0.819, 0.741, -0.499], [0.267, 1.405, 0.027], [1.995, 0.328, -0.210], [1.802, -0.773, 0.371], [0.637, -1.379, 0.525], [-0.401, -1.021, -0.256], [-1.623, -0.228, 1.331], [-2.555, -0.563, -0.205], [-1.090, 0.920, -1.535], [0.468, 1.372, 1.093], [0.725, 2.221, -0.517], [2.655, -1.238, 0.888], [-0.406, -1.354, -1.298]],
  "total_energy_ev": -8833.158,
  "largest_force_ev_per_a": 0.39,
  "orbital_gap_ev": 9.39,
  "homo_energy_ev": -8.9,
  "multiplicity": 1
}

# 2
{
  "formula": "C5H7NO",
  "method": "ωB97M-V/def2-TZVPD",
  "elements": ["H", "N", "C", "C", "C", "C", "C", "O", "H", "H", "H", "H", "H", "H"],
  "coordinates": [[-0.844, 1.118, 2.599], [-1.519, 1.181, 1.841], [-1.356, 0.213, 1.044], [-0.197, -0.712, 0.884], [0.280, -0.392, -0.323], [1.570, -0.756, -0.978], [-0.685, 0.664, -0.854], [-1.919, 0.335, -0.210], [0.257, -1.317, 1.659], [2.247, -1.244, -0.270], [2.065, 0.142, -1.366], [1.415, -1.433, -1.826], [-0.801, 0.766, -1.935], [-0.422, 1.614, -0.316]],
  "total_energy_ev": -8834.128,
  "largest_force_ev_per_a": 1.26,
  "orbital_gap_ev": 10.45,
  "homo_energy_ev": -9.6,
  "multiplicity": 1
}

# 3
{
  "formula": "C5H7NO",
  "method": "ωB97M-V/def2-TZVPD",
  "elements": ["O", "C", "C", "C", "C", "C", "N", "H", "H", "H", "H", "H", "H", "H"],
  "coordinates": [[-0.979, -0.594, 1.696], [-0.278, -1.445, 0.797], [-1.188, -0.424, 0.298], [-0.596, 0.765, -0.433], [0.809, 1.171, 0.068], [1.192, 0.300, -1.097], [0.040, 0.149, -1.642], [-0.552, -2.496, 0.777], [-2.166, -0.735, -0.073], [-1.328, 1.558, -0.628], [1.084, 0.938, 1.100], [1.042, 2.217, -0.149], [0.793, -1.252, 0.718], [2.125, -0.154, -1.432]],
  "total_energy_ev": -8833.028,
  "largest_force_ev_per_a": 0.42,
  "orbital_gap_ev": 11.18,
  "homo_energy_ev": -10.1,
  "multiplicity": 1
}

# 4
{
  "formula": "C5H7NO2",
  "method": "ωB97M-V/def2-TZVPD",
  "elements": ["C", "C", "C", "C", "O", "H", "H", "H", "H", "H", "H", "N", "C", "O", "H"],
  "coordinates": [[1.831, -0.782, -0.462], [0.737, 0.158, -0.059], [0.997, 1.617, -0.269], [-0.317, -0.238, 0.677], [-0.675, -0.525, 1.771], [2.797, -0.490, -0.040], [1.647, -1.807, -0.155], [2.002, -0.708, -1.536], [0.827, 1.817, -1.330], [2.030, 1.898, -0.062], [0.366, 2.246, 0.356], [-3.106, -1.375, 0.706], [-3.033, -0.470, -0.111], [-3.571, 0.076, -1.018], [-2.533, -1.417, 1.532]],
  "total_energy_ev": -10881.091,
  "largest_force_ev_per_a": 4.83,
  "orbital_gap_ev": 8.59,
  "homo_energy_ev": -8.7,
  "multiplicity": 1
}

# 5
{
  "formula": "C5H7NO2",
  "method": "ωB97M-V/def2-TZVPD",
  "elements": ["C", "C", "C", "N", "C", "O", "C", "O", "H", "H", "H", "H", "H", "H", "H"],
  "coordinates": [[2.942, -0.630, -0.028], [1.971, 0.426, -0.036], [0.679, 0.232, -0.004], [-0.268, -0.923, -0.150], [-1.566, -0.357, -0.053], [-2.589, -1.160, 0.076], [-1.450, 1.185, -0.009], [-0.112, 1.401, 0.033], [3.707, -0.963, -0.792], [3.535, -0.516, 0.993], [2.448, -1.721, 0.076], [2.459, 1.337, 0.335], [-0.128, -1.897, 0.519], [-1.903, 1.584, -0.926], [-2.105, 1.577, 0.755]],
  "total_energy_ev": -10880.808,
  "largest_force_ev_per_a": 6.49,
  "orbital_gap_ev": 9.31,
  "homo_energy_ev": -8.8,
  "multiplicity": 1
}

# 6
{
  "formula": "C5H7NO2",
  "method": "ωB97M-V/def2-TZVPD",
  "elements": ["C", "C", "C", "C", "C", "O", "N", "O", "H", "H", "H", "H", "H", "H", "H"],
  "coordinates": [[-0.734, 0.688, -0.712], [-0.544, -0.602, -0.002], [0.852, -1.089, 0.360], [-0.160, -0.613, 1.490], [0.136, 0.738, 2.084], [-0.641, 1.376, 2.782], [-0.508, -1.672, 2.220], [-1.113, -1.545, 3.279], [-0.073, 1.405, -0.180], [-1.840, 0.844, -0.641], [-0.450, 0.624, -1.771], [-1.257, -1.415, -0.456], [0.936, -2.153, 0.481], [1.653, -0.503, -0.064], [1.119, 1.058, 1.938]],
  "total_energy_ev": -10878.863,
  "largest_force_ev_per_a": 5.35,
  "orbital_gap_ev": 8.79,
  "homo_energy_ev": -9.0,
  "multiplicity": 1
}